ORCA calculation (ωB97M-V/def2-TZVPD) on a cluster of 6 separate species, C48H103N5O6 in total in a non-equilibrium geometry.

E_LUMO: 0.4 eV
Charge: 0
SMILES: CC1(C)CCCC(C)(C)N1O.CC1(C)CCCC(C)(C)N1O.CC1(C)CCCC(C)(C)N1O.CC1(C)CCCC(C)(C)N1O.CC1(C)CCCC(C)(C)N1O.CC(C)O
Kohn-Sham gap: 8.24 eV
Relative energy (zero: lowest compared OMol25 entry of this formula, charge and spin): 71.8 kcal per mole
Molecular weight: 846.381 g mol⁻¹
Electronic energy: -2615.5506 a.u.

Geometry as XYZ:
```
162
Properties=species:S:1:pos:R:3:forces:R:3:lowdin_charge:R:1
C -0.662795 -0.707767 0.031595 0.295 -0.731 0.181 -0.04
C -1.153785 0.710498 -0.219536 0.132 0.806 1.611 -0.45
C -1.576906 1.454499 1.058548 -0.938 -1.213 0.702 -0.04
O -0.136830 1.517148 -0.761667 0.746 0.213 -1.163 -0.07
H -1.100384 -1.218204 0.889542 -0.598 0.183 -0.019 0.07
H 0.398638 -0.766629 0.272430 0.231 0.501 -0.156 0.07
H -0.795559 -1.351739 -0.837753 -0.053 0.063 -0.116 0.07
H -1.977160 0.703354 -0.933753 -0.027 0.055 0.060 0.12
H -1.961924 2.465238 0.923323 -0.226 -0.205 -0.408 0.08
H -0.848414 1.545634 1.864211 0.842 -0.121 -0.454 0.07
H -2.294899 0.799619 1.552227 -0.688 0.353 0.003 0.08
H 0.300141 1.956418 -0.028376 0.251 0.146 0.012 0.06
C 2.814029 -0.730035 -2.199976 -0.093 1.367 0.019 -0.05
C 2.048420 -0.891058 -3.508093 0.224 -2.953 -2.938 -0.42
C 1.782270 -2.495071 -3.800890 -0.684 1.443 0.763 -0.10
C 0.751455 -2.784565 -4.916577 0.394 0.280 0.909 -0.18
C -0.609896 -2.101058 -4.596246 1.663 0.425 -0.403 -0.12
C -0.414217 -0.568382 -4.396876 -0.249 0.654 -1.422 -0.48
N 0.712766 -0.283568 -3.478804 0.421 -2.703 0.345 -0.13
O 0.917587 1.038470 -3.250745 -0.500 1.982 -0.085 -0.02
C -0.258755 0.044489 -5.828657 1.256 -1.067 0.495 -0.03
C -1.697168 0.047001 -3.838703 -0.181 -1.216 0.537 -0.03
C 2.985675 -0.251242 -4.674440 -1.255 -0.618 1.609 0.00
H 3.041528 0.330874 -2.095939 -0.395 0.388 0.138 0.07
H 3.843282 -1.088821 -2.198673 -0.295 -0.929 -0.206 0.08
H 2.247914 -0.995731 -1.307211 0.072 -0.391 -0.066 0.06
H 2.727821 -3.031498 -3.880244 0.068 0.131 -0.366 0.11
H 1.294259 -2.903886 -2.916122 0.190 0.193 0.424 0.08
H 0.484956 -3.841146 -4.943240 0.554 -0.243 -0.117 0.10
H 1.249303 -2.520244 -5.849517 -0.659 0.129 -0.376 0.10
H -1.059427 -2.613035 -3.745418 0.106 0.222 0.343 0.11
H -1.248722 -2.332006 -5.448701 -0.298 0.499 -0.008 0.11
H 0.537357 -0.537705 -6.292748 0.166 0.262 -0.315 0.05
H -1.123857 -0.162538 -6.458607 -0.256 0.516 0.256 0.08
H 0.072926 1.081312 -5.773152 -0.389 0.039 -0.146 0.09
H -1.755814 -0.300004 -2.807076 -0.257 0.320 0.229 0.06
H -1.873361 1.119605 -3.919794 0.522 -0.044 0.000 0.09
H -2.498543 -0.471041 -4.365496 -0.269 0.193 -0.066 0.08
H 3.165569 0.759174 -4.307308 0.148 0.112 -0.460 0.07
H 2.462034 -0.239156 -5.630346 0.187 0.050 0.093 0.06
H 3.927218 -0.795079 -4.750798 -0.039 -0.019 -0.004 0.07
H 0.619400 1.066804 -2.338664 -0.111 1.146 0.598 0.05
C 2.855589 5.829710 0.618308 -0.154 0.546 -1.099 -0.05
C 3.188839 4.338311 0.825137 -0.409 1.037 1.115 -0.47
C 4.683944 4.366482 1.152945 0.092 -1.122 -0.232 -0.15
C 5.107147 3.050776 1.723330 0.579 -1.013 1.132 -0.21
C 4.430906 2.815184 3.043829 -1.393 -0.245 0.280 -0.13
C 2.874302 2.782054 2.893605 -1.647 -0.730 -0.857 -0.48
N 2.374841 3.916090 2.053653 3.246 -0.183 -0.342 -0.10
O 0.975906 3.927199 1.873423 0.476 -0.123 -0.225 -0.02
C 2.430964 1.352075 2.382076 0.741 0.329 -0.253 -0.02
C 2.200506 2.943081 4.241378 1.134 1.234 0.441 -0.05
C 2.920646 3.515197 -0.435893 -1.220 0.210 0.862 -0.01
H 1.850858 6.068620 0.269676 -0.205 -0.444 -0.082 0.05
H 3.528330 6.224968 -0.142805 0.014 -0.114 -0.412 0.09
H 3.036390 6.530907 1.433012 0.080 -0.673 0.661 0.09
H 5.258464 4.344618 0.226907 -0.260 1.082 -0.320 0.13
H 4.922966 5.225096 1.780446 0.207 -0.136 0.029 0.13
H 6.177072 2.971524 1.915891 0.220 0.302 -0.265 0.12
H 4.891687 2.244369 1.022340 -0.141 -0.021 -0.122 0.11
H 4.804544 3.559261 3.747286 -0.490 0.417 0.088 0.12
H 4.665535 1.871668 3.536613 0.250 -0.268 -0.287 0.12
H 1.389046 1.286283 2.068742 -0.018 0.338 0.074 0.05
H 3.050083 0.989303 1.561592 0.022 0.128 -0.254 0.06
H 2.570399 0.610255 3.168432 -0.035 0.098 0.242 0.08
H 2.761020 2.288203 4.908505 -0.698 -0.178 0.439 0.09
H 2.440101 3.968041 4.524497 0.147 0.151 0.416 0.08
H 1.112242 2.927541 4.300891 0.133 -0.827 -0.263 0.08
H 3.493615 3.848592 -1.301138 -0.205 0.049 0.049 0.10
H 1.848433 3.685822 -0.532566 -0.143 -0.103 -0.956 0.07
H 3.013735 2.438586 -0.293240 0.387 0.033 0.077 0.07
H 0.814582 4.746282 2.347436 -0.773 0.065 -0.065 0.11
C -2.573337 4.409213 -2.239430 0.369 0.862 0.188 -0.02
C -2.329394 5.921573 -1.818539 0.607 0.640 -0.624 -0.42
C -0.818179 6.088552 -1.450798 -0.331 -0.902 0.429 -0.16
C -0.294001 7.489622 -1.413243 -2.281 0.921 -1.203 -0.18
C -0.683383 8.168126 -2.760446 0.876 0.346 0.776 -0.13
C -2.170221 8.115840 -3.207234 0.533 0.424 0.191 -0.49
N -2.590603 6.765530 -3.040868 1.336 -2.306 0.037 -0.14
O -3.842088 6.520503 -3.584446 -1.296 0.203 0.345 -0.02
C -2.984362 9.125053 -2.364022 -1.179 0.312 0.097 -0.03
C -2.206472 8.485465 -4.741093 0.443 -0.070 -0.116 -0.02
C -3.287148 6.282912 -0.647308 -0.108 -0.839 -0.354 -0.02
H -3.635794 4.213493 -2.384242 0.029 -0.100 0.336 0.07
H -2.101883 3.719626 -1.539207 -0.397 0.097 0.540 0.07
H -2.080517 4.106887 -3.163458 0.148 0.648 -0.313 0.08
H -0.677765 5.781777 -0.414329 -0.158 -0.954 -0.019 0.10
H -0.254038 5.431182 -2.112396 0.220 0.035 -0.021 0.12
H 0.768392 7.565583 -1.181606 -0.109 0.025 -0.125 0.10
H -0.899453 7.955908 -0.636002 0.373 0.457 0.402 0.10
H 0.002891 7.684578 -3.455656 -0.317 0.247 -0.637 0.11
H -0.454839 9.229906 -2.668328 0.327 0.104 -0.341 0.12
H -3.248289 9.989853 -2.972759 0.192 0.218 0.227 0.07
H -3.936778 8.735607 -2.004370 -0.271 -0.459 -0.704 0.07
H -2.617839 9.449730 -1.390189 1.009 0.125 -0.258 0.07
H -1.339598 8.050049 -5.238139 0.274 0.015 0.206 0.07
H -3.014498 8.151753 -5.392114 -0.582 -0.312 0.819 0.07
H -2.177846 9.556457 -4.941709 0.247 0.145 0.458 0.07
H -3.004151 5.824589 0.300296 0.182 -0.445 -0.122 0.08
H -4.199510 5.803630 -1.002246 -0.512 0.435 0.569 0.07
H -3.468662 7.322249 -0.373550 0.212 0.091 -0.647 0.07
H -3.715319 5.895463 -4.301985 0.236 -0.048 -0.117 0.10
C 1.756312 -4.142336 -0.395211 -1.010 -0.065 0.589 -0.04
C 3.102494 -4.342197 0.241336 2.249 0.215 0.468 -0.45
C 3.432375 -3.205666 1.295898 0.045 -0.598 1.123 -0.11
C 2.929382 -3.439146 2.713938 -2.428 -0.663 -0.189 -0.21
C 3.277145 -4.802734 3.282176 -0.197 0.811 -0.018 -0.14
C 2.923114 -5.952138 2.308298 0.267 0.084 0.267 -0.48
N 3.279372 -5.668917 0.889839 1.392 2.299 2.561 -0.14
O 3.056984 -6.751521 0.112139 -0.342 -0.800 -1.371 0.00
C 3.773181 -7.119463 2.774763 0.221 -1.180 0.201 -0.05
C 1.428430 -6.284959 2.443123 -0.575 0.255 -0.014 -0.03
C 4.197683 -4.254860 -0.881706 -0.248 0.581 0.334 -0.02
H 1.661787 -3.161521 -0.861243 0.146 -0.221 -0.225 0.06
H 0.962571 -4.206981 0.349027 -0.079 0.171 0.213 0.07
H 1.519396 -4.947225 -1.090991 0.143 0.204 -0.459 0.09
H 4.487506 -3.101288 1.548696 0.481 0.131 -1.348 0.12
H 2.964474 -2.258531 1.027404 0.459 0.067 -0.673 0.11
H 1.843459 -3.403326 2.626799 -0.577 -0.247 0.070 0.09
H 3.055807 -2.609897 3.409969 0.876 0.060 -0.118 0.11
H 2.701574 -4.974310 4.191788 -0.237 -0.023 0.001 0.12
H 4.291774 -4.775486 3.679510 0.432 -0.426 -0.662 0.11
H 4.828000 -6.870286 2.890354 -0.070 0.301 -0.038 0.08
H 3.411106 -7.495186 3.731757 -0.033 0.262 0.290 0.09
H 3.760108 -8.011428 2.148401 -0.290 0.228 -0.420 0.08
H 0.821472 -5.489163 2.011355 0.011 -0.131 -0.604 0.06
H 1.204753 -7.255251 1.999732 -0.118 0.128 -0.248 0.09
H 0.987242 -6.296235 3.439788 0.699 -0.306 0.472 0.08
H 4.283766 -3.244158 -1.280658 -0.754 0.179 -0.261 0.06
H 3.962268 -4.946532 -1.690582 0.217 -0.014 0.028 0.08
H 5.223981 -4.363119 -0.530866 -0.187 -0.810 0.416 0.08
H 2.167414 -6.627144 -0.226684 -0.579 -0.487 -0.281 0.09
C -4.116107 -7.695134 3.434103 -0.114 1.607 -1.038 -0.04
C -4.234392 -6.112752 3.663128 -0.705 -0.469 0.443 -0.41
C -2.785824 -5.582845 3.527161 -0.094 0.295 0.511 -0.16
C -2.617305 -4.060846 3.481124 -0.436 -0.216 -0.713 -0.18
C -3.451721 -3.534213 2.308304 0.411 -0.226 0.958 -0.15
C -4.956109 -3.915825 2.485033 0.425 -0.024 -1.726 -0.47
N -5.098621 -5.402417 2.613462 4.381 0.397 0.500 -0.14
O -6.376838 -5.844722 2.583208 -1.731 -0.463 0.252 0.00
C -5.548803 -3.086069 3.596070 -0.276 0.802 1.392 -0.05
C -5.582494 -3.466659 1.122756 -0.405 -0.394 0.418 -0.04
C -4.789497 -5.942861 5.155004 0.156 -0.018 -1.359 -0.02
H -5.064552 -8.220466 3.322015 -0.147 0.185 0.498 0.07
H -3.499000 -8.121706 4.224878 -0.235 0.032 0.090 0.08
H -3.597739 -7.863449 2.490147 0.170 -0.005 -0.100 0.07
H -2.203402 -5.989030 4.354148 -0.056 -0.105 0.206 0.11
H -2.302547 -5.987152 2.637742 -0.250 -0.071 -0.275 0.11
H -1.564713 -3.835879 3.309272 0.101 0.094 0.139 0.10
H -2.941493 -3.533216 4.378128 0.123 -0.289 0.262 0.10
H -2.981070 -3.837511 1.373106 -0.481 -0.672 -0.204 0.12
H -3.329375 -2.452611 2.251146 -0.494 0.253 0.248 0.10
H -5.460387 -2.014790 3.415420 -0.244 0.088 -0.681 0.09
H -6.587673 -3.292158 3.853693 -0.146 -0.184 -0.497 0.09
H -5.054350 -3.116033 4.567014 0.411 -0.696 -0.016 0.07
H -6.663933 -3.341754 1.177449 -0.045 0.006 0.126 0.08
H -5.147847 -2.518671 0.805771 -0.034 0.071 0.140 0.08
H -5.393886 -4.189646 0.329148 0.202 -0.134 0.124 0.08
H -3.993760 -5.539259 5.781123 -0.226 0.111 0.171 0.07
H -5.111084 -6.908025 5.546321 0.142 0.022 0.055 0.07
H -5.676334 -5.309152 5.150385 0.205 0.137 0.151 0.06
H -6.338212 -6.449885 1.838978 -0.537 -0.112 -0.105 0.11
```
Forces are in eV/Å.